# 1
The following is a DFT calculation (wB97M-V/def2-TZVPD) of 2 unconnected molecules or ions with the total composition C14H27N4O.

The calculation puts the LUMO energy at -2.8 eV. The calculation puts the total energy at -22955.571 eV. The value obtained for the gap between HOMO and LUMO is 8.54 eV. As for the charge: +1. The strongest force on any atom is 0.02987 Eh/bohr.

Each line ends with the natural charge from an NBO analysis.
CARTESIAN COORDINATES (ANGSTROEM)
C 1.301 0.211 2.770  -0.156
C 1.310 1.281 2.237  -0.067
C 1.088 2.419 1.345  -0.298
N 1.118 1.996 -0.059  -0.516
C 2.134 1.460 -0.678  0.713
N 3.351 1.265 -0.132  -0.545
C 4.323 1.283 -1.269  -0.237
C 3.400 1.127 -2.502  -0.238
N 2.027 0.998 -1.963  -0.431
C 1.404 -0.368 -2.051  -0.214
C 0.184 -0.414 -2.987  -0.428
C -1.118 -0.778 -2.278  -0.390
C -1.689 0.328 -1.387  -0.405
C -1.977 1.644 -2.130  -0.618
H 1.306 -0.732 3.262  0.253
H 0.102 2.833 1.528  0.266
H 1.840 3.192 1.513  0.233
H 0.268 2.106 -0.595  0.449
H 3.616 1.949 0.568  0.408
H 5.162 0.608 -1.143  0.234
H 4.735 2.288 -1.305  0.207
H 3.665 0.406 -3.265  0.241
H 3.433 2.086 -3.019  0.216
H 1.102 -0.689 -1.053  0.206
H 2.175 -1.054 -2.389  0.217
H 0.366 -1.193 -3.727  0.226
H 0.112 0.527 -3.526  0.220
H -1.882 -1.082 -2.992  0.225
H -0.937 -1.640 -1.631  0.206
H -2.578 -0.029 -0.873  0.235
H -0.959 0.489 -0.588  0.159
H -2.962 2.016 -1.865  0.234
H -1.282 2.447 -1.868  0.173
H -1.905 1.515 -3.206  0.219
C -3.983 -2.853 2.539  0.530
O -4.328 -2.622 1.398  -0.619
N -2.816 -2.431 3.071  -0.434
C -2.428 -2.721 4.436  -0.400
C -1.937 -1.658 2.217  -0.412
H -4.602 -3.434 3.242  0.117
H -2.286 -1.795 4.997  0.195
H -1.497 -3.292 4.455  0.194
H -3.204 -3.306 4.923  0.221
H -2.449 -0.755 1.877  0.210
H -1.665 -2.245 1.337  0.210
H -1.039 -1.383 2.762  0.190



# 2
The following is a DFT calculation (wB97M-V/def2-TZVPD) of 6 unconnected molecules or ions with the total composition C26H55BN2O10P2.

The calculation puts the LUMO energy at 0.2 eV. As for the SMILES: CN(C)B(O)[C@@H]1C[C@H](PP(=O)(O)O)NC1=O.C1CCOC1.C1CCOC1.C1CCOC1.C1CCOC1.C1CCOC1. The calculation puts the total energy at -70559.852 eV. The value obtained for the gap between HOMO and LUMO is 8.79 eV. The strongest force on any atom is 0.16189 Eh/bohr.

Each line ends with the Mulliken charge.
CARTESIAN COORDINATES (ANGSTROEM)
C -3.898 -2.504 -1.288  -0.762
N -3.084 -1.241 -1.553  0.367
C -3.483 -0.103 -0.636  -0.743
B -3.154 -0.856 -3.019  0.029
O -4.444 -1.156 -3.729  -0.528
C -1.961 -0.154 -3.906  0.398
C -0.400 -0.620 -3.717  -0.910
C 0.268 0.300 -2.491  0.211
P 0.356 -1.006 -1.071  -0.100
P 2.318 -2.050 -1.124  0.728
O 2.205 -3.243 -0.091  -0.533
O 3.568 -0.885 -0.757  -0.539
O 2.429 -2.750 -2.718  -0.563
N -0.771 1.404 -2.392  0.094
C -1.787 1.437 -3.551  -0.018
O -2.418 2.473 -4.109  -0.649
H -5.056 -2.350 -1.365  0.268
H -3.661 -2.804 -0.159  0.102
H -3.550 -3.413 -1.978  0.275
H -4.601 0.232 -0.721  0.295
H -2.769 0.850 -0.728  0.139
H -3.324 -0.490 0.478  0.126
H -4.120 -1.659 -4.557  0.303
H -2.088 -0.171 -5.070  0.454
H -0.141 -1.752 -3.554  0.238
H 0.121 -0.112 -4.661  0.333
H 1.397 0.618 -2.710  0.099
H -0.591 -2.096 -1.343  -0.008
H 3.248 0.037 -1.047  0.395
H 1.718 -3.466 -2.843  0.349
H -0.427 2.388 -2.318  0.131
C -2.186 -5.658 3.392  -0.552
C -1.279 -4.457 3.466  -0.401
C -1.374 -3.900 2.062  -0.216
O -2.683 -4.225 1.574  -0.308
C -3.283 -5.169 2.471  -0.597
H -2.561 -5.986 4.364  0.411
H -1.654 -6.496 2.927  0.194
H -1.682 -3.732 4.183  0.297
H -0.254 -4.697 3.761  0.206
H -0.643 -4.371 1.397  0.142
H -1.227 -2.817 2.030  0.198
H -4.067 -4.647 3.030  0.296
H -3.743 -5.980 1.899  0.308
C 2.826 4.543 -0.359  -0.239
C 3.012 3.877 0.980  -0.693
C 2.420 2.506 0.737  -0.207
O 2.630 2.201 -0.649  -0.241
C 3.058 3.395 -1.318  -0.241
H 3.503 5.384 -0.530  0.381
H 1.796 4.906 -0.453  0.098
H 4.082 3.787 1.204  0.298
H 2.533 4.408 1.806  0.328
H 1.340 2.501 0.921  0.067
H 2.883 1.733 1.358  0.316
H 4.122 3.284 -1.553  0.283
H 2.504 3.512 -2.254  -0.125
C 0.929 6.280 -5.359  -0.581
C 1.541 7.382 -4.533  -0.615
C 1.270 6.908 -3.122  -0.433
O 1.264 5.474 -3.158  -0.270
C 1.238 5.053 -4.529  -0.375
H 1.327 6.219 -6.374  0.354
H -0.156 6.424 -5.423  0.266
H 2.622 7.423 -4.712  0.269
H 1.123 8.370 -4.739  0.340
H 0.285 7.238 -2.774  0.304
H 2.025 7.255 -2.410  0.248
H 2.227 4.649 -4.772  0.293
H 0.495 4.261 -4.658  0.199
C -1.416 3.452 3.860  -0.479
C -2.517 4.220 3.176  -0.569
C -2.344 3.803 1.731  -0.435
O -1.816 2.470 1.743  -0.267
C -1.402 2.156 3.080  -0.434
H -1.582 3.305 4.930  0.340
H -0.462 3.977 3.730  0.201
H -3.492 3.881 3.548  0.283
H -2.454 5.302 3.318  0.329
H -1.621 4.445 1.217  0.261
H -3.285 3.821 1.174  0.240
H -2.120 1.438 3.492  0.285
H -0.414 1.688 3.060  0.260
C 2.575 -6.615 2.877  -0.273
C 3.840 -6.387 3.663  -0.590
C 3.303 -6.055 5.038  -0.436
O 2.065 -6.763 5.184  -0.423
C 1.681 -7.278 3.901  -0.068
H 2.719 -7.222 1.979  0.364
H 2.147 -5.652 2.575  0.075
H 4.423 -7.315 3.704  0.281
H 4.478 -5.600 3.252  0.351
H 3.089 -4.985 5.133  0.261
H 3.990 -6.345 5.838  0.282
H 1.833 -8.363 3.917  0.343
H 0.620 -7.077 3.726  -0.161



# 3
The following is a DFT calculation (wB97M-V/def2-TZVPD) of a molecular structure, C24H19FeNO6S.

The calculation puts the LUMO energy (alpha / beta) at 0.2 / -2.3 eV. The calculation puts the total energy at -84186.162 eV. The multiplicity is 5. The value obtained for the gap between HOMO and LUMO (alpha / beta) is 6.02 / 6.13 eV. The strongest force on any atom is 0.13597 Eh/bohr.

Each line ends with the natural charge from an NBO analysis.
CARTESIAN COORDINATES (ANGSTROEM)
C -4.099 3.448 1.129  -0.231
O -2.727 3.867 1.093  -0.555
C -1.660 2.983 0.927  0.328
C -0.959 2.497 2.063  -0.426
C -0.113 1.293 1.870  -0.423
C 0.760 1.636 0.707  -0.332
C 0.203 2.220 -0.430  -0.206
C -0.979 2.958 -0.312  -0.457
Fe 0.477 3.630 1.190  0.133
C 1.470 3.599 2.612  0.547
O 2.091 3.795 3.578  -0.502
C -0.234 5.270 1.646  0.564
O -0.542 6.328 1.994  -0.458
C 1.738 4.470 0.240  0.552
O 2.488 5.041 -0.439  -0.461
H -4.643 4.366 1.367  0.200
H -4.421 3.069 0.148  0.177
H -4.274 2.696 1.914  0.176
H -1.367 2.746 3.041  0.241
H 0.486 1.070 2.768  0.224
H -0.716 0.367 1.699  0.194
H 1.757 1.192 0.637  0.241
H 0.739 2.203 -1.381  0.231
H -1.369 3.560 -1.131  0.244
C -0.671 -0.412 -5.292  -0.190
C -0.650 -1.809 -5.209  -0.213
C -0.014 -2.438 -4.136  -0.213
C 0.578 -1.658 -3.143  -0.248
S 1.470 -2.443 -1.788  2.124
C 0.285 -2.667 -0.553  -0.452
C 0.562 -3.339 0.639  0.012
C -0.432 -3.496 1.669  -0.180
C -0.130 -4.144 2.859  -0.176
C 1.154 -4.671 3.079  -0.152
C 1.478 -5.340 4.301  0.263
N 1.789 -5.892 5.285  -0.281
C 2.137 -4.539 2.081  -0.154
C 1.861 -3.901 0.890  -0.193
O 1.914 -3.693 -2.368  -0.925
O 2.446 -1.450 -1.386  -0.926
C 0.593 -0.266 -3.233  -0.219
C -0.052 0.360 -4.300  -0.203
H -1.165 0.079 -6.134  0.221
H -1.117 -2.419 -5.983  0.223
H 0.037 -3.522 -4.078  0.243
H -0.701 -2.293 -0.808  0.243
H -1.431 -3.084 1.481  0.220
H -0.896 -4.246 3.634  0.236
H 3.131 -4.953 2.265  0.236
H 2.644 -3.832 0.132  0.243
H 1.123 0.316 -2.484  0.240
H -0.051 1.450 -4.351  0.220



# 4
The following is a DFT calculation (wB97M-V/def2-TZVPD) of a single C6H12N2S molecule.

The calculation puts the LUMO energy (alpha / beta) at 0.8 / -1.9 eV. The calculation puts the total energy at -20225.798 eV. The multiplicity is 3. The value obtained for the gap between HOMO and LUMO (alpha / beta) is 5.79 / 6.40 eV. The value obtained for the energy relative to the best compared isomer or geometry (same formula, charge and spin) is 21.1 kJ/mol. The strongest force on any atom is 0.20641 Eh/bohr.

Each line ends with the natural charge from an NBO analysis.
CARTESIAN COORDINATES (ANGSTROEM)
C 0.132 -0.877 -0.115  0.047
C 1.261 -0.563 -0.801  -0.297
C 2.221 -1.639 -1.231  -0.624
C -3.189 0.362 0.929  -0.617
C 2.233 2.299 0.080  -0.280
C -1.957 -0.429 1.043  -0.196
N -1.006 -0.109 -0.015  -0.611
N 1.721 2.225 -1.046  -0.696
S 1.238 0.957 -1.908  0.703
H -0.031 -1.828 0.369  0.197
H 3.207 -1.676 -0.862  0.216
H 2.242 -1.708 -2.298  0.212
H 1.685 -2.490 -0.897  0.205
H -3.723 0.014 0.094  0.217
H -3.690 0.152 1.891  0.220
H -2.963 1.425 0.822  0.210
H -0.800 0.871 -0.219  0.391
H 2.279 1.611 0.967  0.167
H 2.701 3.249 0.250  0.172
H -1.342 -0.319 2.055  0.173
H -2.217 -1.527 0.893  0.193